Below is a molecular structure, C14H20N6ReS3 in a non-equilibrium geometry, with properties calculated with ωB97M-V/def2-TZVPD.

Last column: Löwdin charge in e.
Atoms and positions in Å:
Re  0.378270  0.204814  -0.617445  1.195
C  2.443670  2.857714  -1.196945  -0.412
C  3.440570  1.889714  -0.593045  -0.391
S  2.823670  0.155514  -0.587645  0.921
C  3.172670  -0.345286  1.144155  -0.401
C  2.362370  0.390014  2.193155  -0.385
S  0.540770  0.357214  1.895155  1.010
C  0.129670  2.134714  2.117955  -0.412
C  0.859870  3.093614  1.200255  -0.387
S  0.734370  2.638714  -0.587945  0.889
H  2.740870  3.894114  -1.000245  0.133
H  2.371470  2.742414  -2.283345  0.115
H  4.347170  1.889714  -1.210245  0.129
H  3.730170  2.154814  0.423555  0.099
H  2.996270  -1.420586  1.188155  0.098
H  4.241470  -0.183586  1.318755  0.133
H  2.518170  -0.108686  3.157655  0.131
H  2.672970  1.425014  2.318255  0.092
H  -0.953130  2.193314  1.988455  0.098
H  0.345270  2.391014  3.161255  0.134
H  0.402670  4.084314  1.307955  0.127
H  1.914970  3.210514  1.446255  0.094
N  -2.620630  2.181614  -0.702345  0.228
C  -2.817030  0.875014  -0.679245  -0.387
N  -4.062830  0.458614  -0.697145  0.217
C  -4.422230  -0.823786  -0.713945  -0.346
N  -5.649930  -1.229986  -0.778745  0.330
N  -3.387830  -1.712586  -0.663645  0.251
C  -2.158430  -1.327586  -0.619445  -0.257
N  -1.747030  -0.018586  -0.611545  0.010
C  -1.108130  -2.358486  -0.638945  -0.180
C  -1.424830  -3.709986  -0.734645  0.082
C  -0.394330  -4.639086  -0.829245  0.070
C  0.911670  -4.177086  -0.894745  0.050
C  1.144570  -2.810086  -0.780345  -0.089
N  0.168670  -1.912186  -0.637345  -0.100
H  -3.445730  2.766714  -0.810245  0.166
H  -1.730830  2.610614  -0.901445  0.046
H  -6.429430  -0.575386  -0.798345  0.179
H  -5.869730  -2.222386  -0.827445  0.174
H  -2.461830  -4.018486  -0.742945  0.145
H  -0.610330  -5.702686  -0.858345  0.158
H  1.741170  -4.859186  -1.033145  0.151
H  2.160770  -2.444086  -0.830845  0.093

Forces on atoms 1 to 6 (eV/Å):
-1.570 -0.205 1.601
-0.112 0.042 -0.232
0.129 0.107 -0.252
-0.524 0.518 0.396
-0.015 -0.396 0.011
0.136 -0.167 0.138

Computed properties:
max |F|: 3.6 eV Å⁻¹
LUMO (spin up / spin down): -17.050 / -16.882 eV
multiplicity: 2
HOMO-LUMO gap (spin up / spin down): 4.95 / 5.07 eV
charge: +4